No. 1
15 unconnected molecules or ions with the total composition C39H96F21N8O29S7 in a non-equilibrium geometry, computed with ωB97M-V/def2-TZVPD.

Geometry as XYZ:
```
200
Properties=species:S:1:pos:R:3
C -3.67552 3.84530 8.18943
C -3.97856 4.53259 6.93303
C -3.79693 6.01646 6.96030
O -2.44331 6.16738 7.33434
C -1.82051 7.35888 6.81251
N -3.14078 3.92171 5.86653
H -3.59977 3.95833 4.95681
H -2.25282 4.39487 5.82747
H -3.10767 2.91173 6.07482
H -3.79404 2.77160 8.15815
H -4.34399 4.21291 8.97651
H -2.66945 4.06422 8.51947
H -5.06141 4.28668 6.68848
H -4.52504 6.34975 7.70010
H -4.06321 6.46427 5.97039
H -1.71637 7.40208 5.74193
H -0.85587 7.46722 7.32038
H -2.37177 8.22592 7.16237
C -3.32495 -0.31072 1.26585
C -1.84547 -0.56674 1.05371
C -1.49069 -1.23328 -0.24129
O -0.06914 -1.33019 -0.41451
C 0.34051 -1.27087 -1.80062
N -1.09812 0.80373 1.05900
H -0.12497 0.57917 0.76793
H -1.53011 1.41576 0.33503
H -0.93131 1.20910 1.97126
H -3.80590 -1.31430 1.24960
H -3.69156 0.33144 0.45181
H -3.38203 0.12563 2.26758
H -1.50454 -1.13925 1.93265
H -1.95032 -0.67609 -1.03630
H -1.99677 -2.18708 -0.38193
H 0.55526 -0.25789 -2.11006
H -0.44861 -1.67360 -2.42761
H 1.27450 -1.85943 -1.83857
C 2.23136 -0.15011 5.52634
C 2.46643 1.30110 5.89159
C 3.90776 1.77870 5.92589
O 3.88268 3.11630 6.33668
C 5.17872 3.70864 6.30811
N 1.62786 2.26240 4.98559
H 2.00161 2.34926 4.03631
H 0.61980 2.05617 4.92207
H 1.85293 3.14830 5.39487
H 2.25443 -0.16540 4.43190
H 1.18098 -0.31555 5.69688
H 2.93272 -0.88654 5.92270
H 2.11133 1.40118 6.92703
H 4.32380 1.71745 4.92687
H 4.47676 1.12156 6.60147
H 5.72060 3.55928 5.35913
H 5.79488 3.37696 7.19658
H 5.05464 4.78611 6.41128
C 1.60827 -8.38551 -1.41453
C 0.48610 -8.24304 -2.45781
C -0.47890 -7.19882 -1.95642
O -1.56438 -6.88883 -2.81853
C -2.27608 -5.74357 -2.36588
N 0.97925 -7.97271 -3.89115
H 1.67630 -8.68258 -4.07680
H 0.17073 -7.90853 -4.51761
H 1.35452 -6.97349 -3.89576
H 1.23302 -8.82818 -0.51611
H 2.08837 -7.46677 -1.14281
H 2.37430 -9.02076 -1.84823
H -0.03949 -9.17877 -2.54617
H 0.00098 -6.28341 -1.57884
H -0.83955 -7.58637 -1.05456
H -1.57008 -4.89819 -2.16613
H -2.76304 -6.00139 -1.40535
H -3.04312 -5.55567 -3.15358
C -4.89201 -4.27497 -7.53852
C -3.33319 -4.44366 -7.64756
C -2.73846 -5.31070 -6.62515
O -1.38673 -5.43833 -7.00952
C -0.54399 -5.12599 -5.85862
N -3.04229 -4.99579 -9.05400
H -2.05773 -5.26717 -9.06750
H -3.64509 -5.82012 -9.21058
H -3.12116 -4.29539 -9.82281
H -5.18660 -3.57593 -8.30382
H -5.17222 -3.88281 -6.56607
H -5.44709 -5.22555 -7.65793
H -2.77312 -3.51286 -7.64212
H -3.13425 -6.37276 -6.53048
H -2.94871 -4.82636 -5.61132
H -1.00913 -5.51194 -4.94167
H -0.42180 -3.99920 -5.82775
H 0.38407 -5.62328 -6.12166
C 0.57349 5.84477 -0.93067
C 2.00101 5.70701 -0.45978
C 2.89936 6.82513 -0.95383
O 4.12409 6.88846 -0.25921
C 5.19446 6.09057 -0.69241
N 2.13464 5.68073 1.07160
H 1.27579 5.94244 1.59382
H 2.22245 4.78318 1.39549
H 3.01354 6.17560 1.36401
H -0.03962 4.97825 -0.64850
H 0.55375 5.97095 -2.00050
H 0.19517 6.80279 -0.56039
H 2.45916 4.78036 -0.80267
H 2.40403 7.82786 -0.88255
H 3.13805 6.63821 -2.00586
H 5.43534 6.41159 -1.70024
H 4.94850 5.02513 -0.71823
H 5.95005 6.28490 0.08541
C 2.76652 -2.39818 2.75600
C 3.01898 -2.70835 1.25228
C 3.99929 -3.89392 1.32637
O 4.42019 -4.35469 0.03421
C 5.43773 -3.54990 -0.66258
N 1.76762 -3.08096 0.55166
H 1.23111 -3.86073 1.05043
H 1.09433 -2.32133 0.44305
H 1.96903 -3.43440 -0.35210
H 1.79330 -1.90394 2.91913
H 3.57656 -1.83694 3.27826
H 2.67163 -3.34309 3.25542
H 3.48862 -1.92532 0.70506
H 3.46998 -4.66410 1.88102
H 4.92166 -3.54566 1.89200
H 5.56207 -3.87340 -1.72332
H 6.40044 -3.70536 -0.20953
H 5.18781 -2.44798 -0.71583
C -0.45953 2.78435 -6.38062
C -0.70505 2.66171 -4.90764
C 0.38218 2.02744 -4.10398
O 1.56592 2.81686 -4.28926
C 2.72194 2.11417 -3.85657
N -0.99050 4.06680 -4.35691
H -0.12207 4.56858 -4.45860
H -1.70368 4.56726 -4.90259
H -1.30963 4.03870 -3.31687
H -1.38997 3.07716 -6.89254
H -0.22795 1.77105 -6.76332
H 0.35244 3.45649 -6.59368
H -1.62833 2.08883 -4.78807
H 0.48772 1.03318 -4.45851
H 0.15417 1.87467 -3.06889
H 2.99727 1.43860 -4.64906
H 2.54910 1.63408 -2.87615
H 3.49040 2.83236 -3.74833
C -2.35679 -5.00311 2.16101
F -2.74199 -3.75646 2.47140
F -2.18431 -5.71096 3.24495
F -3.35819 -5.42173 1.42527
S -0.77750 -5.01537 1.26376
O -0.40372 -6.40287 1.03891
O -1.06574 -4.19934 0.05113
O 0.17591 -4.33157 2.17805
C -2.07566 5.92485 2.85726
F -1.95971 5.96784 1.54686
F -1.94867 7.08381 3.42673
F -3.33128 5.47729 3.20341
S -0.56880 4.92692 3.45354
O 0.37915 5.97064 3.05907
O -0.60816 4.80177 4.88152
O -0.45397 3.69600 2.69427
C -3.26614 -1.41439 -3.96598
F -4.40756 -1.33534 -4.64071
F -3.14670 -0.34756 -3.09425
F -3.24395 -2.56000 -3.31936
S -1.99540 -1.32656 -5.29074
O -2.30948 -2.41227 -6.17264
O -2.10740 -0.00323 -5.86767
O -0.78352 -1.56202 -4.51575
C 3.85835 1.13550 0.79687
F 3.60253 0.31193 -0.19199
F 4.30009 0.34195 1.79859
F 4.84077 1.95810 0.43054
S 2.36547 2.04961 1.36531
O 1.62008 2.67585 0.23211
O 1.60454 0.98578 2.04402
O 2.99674 2.93217 2.40098
C -2.17889 -0.92808 5.41945
F -1.91283 -1.76198 6.46650
F -1.28136 -1.27295 4.50212
F -3.41500 -1.15167 5.08101
S -1.96896 0.77422 6.17991
O -3.30002 1.34552 6.35370
O -1.14412 0.59890 7.34864
O -1.19325 1.56454 5.19459
C -4.47410 3.72620 -0.84161
F -5.63770 3.18168 -1.16907
F -4.55355 5.01387 -1.04690
F -4.24251 3.47980 0.47967
S -3.18432 2.88386 -1.79799
O -2.04693 3.82085 -1.83582
O -2.82100 1.60412 -1.15526
O -3.79385 2.76446 -3.08529
C 3.26046 -3.00000 -4.07570
F 4.09011 -3.12477 -5.11616
F 3.92435 -2.33752 -3.17245
F 2.15731 -2.38790 -4.54530
S 2.89042 -4.68372 -3.20914
O 4.17326 -5.24929 -3.01929
O 2.12726 -4.39281 -2.03342
O 2.14583 -5.41021 -4.30867
```

Calculated values
multiplicity = 1
Kohn-Sham gap = 8.911 eV
HOMO energy = -0.4046 Ha
net charge = +1

No. 2
A molecular structure, C9H8MnN2O5S in a non-equilibrium geometry, computed with ωB97M-V/def2-TZVPD.

Geometry as XYZ:
```
26
Properties=species:S:1:pos:R:3
O -0.04976 -1.15693 -6.49845
C -0.02773 -0.58399 -5.49954
Mn -0.05053 -1.10831 -1.70154
O 1.78073 -3.44263 -2.56253
C 1.07937 -2.53525 -2.51199
C -1.14634 0.29779 -2.05435
O -1.86007 1.24161 -2.18779
C -1.49526 -2.21421 -2.47914
O -2.39823 -2.92759 -2.54124
C 1.34982 0.00004 -2.08791
O 2.27444 0.74421 -2.19328
S -0.05449 -1.75112 0.32496
C 0.00219 -0.14670 1.00107
N -1.16870 0.35119 1.41248
C -1.22414 1.13677 2.63226
C 0.08084 1.89648 2.80559
C 1.31627 1.02825 2.64381
N 1.20612 0.25117 1.42192
H -1.99956 -0.10004 1.06603
H -1.40119 0.45680 3.47354
H -2.07298 1.81073 2.53086
H 0.09524 2.33052 3.80448
H 0.11979 2.72983 2.08693
H 1.42722 0.33429 3.48417
H 2.22080 1.62507 2.54926
H 1.99614 -0.26796 1.08041
```

Calculated values
multiplicity = 6
Kohn-Sham gap (spin up / spin down) = 8.249 / 6.437 eV
HOMO energy (spin up / spin down) = -0.6067 / -0.6424 Ha
net charge = +2

No. 3
14 unconnected molecules or ions with the total composition C38H86Br8N10O10 in a non-equilibrium geometry, computed with ωB97M-V/def2-TZVPD.

Geometry as XYZ:
```
152
Properties=species:S:1:pos:R:3
Br -7.33338 -1.56031 -1.43297
C -6.98423 -1.34114 0.56928
C -6.25586 -0.00570 0.78053
Br -6.20625 0.26316 2.74300
H -6.41860 -2.25345 0.77044
H -7.96900 -1.32287 0.99375
H -6.78848 0.85245 0.32716
H -5.24802 -0.09351 0.43847
Br 2.79090 4.91826 -1.48920
C 3.01504 3.45393 -2.64038
C 1.77496 3.13627 -3.42496
Br 2.12628 1.78568 -4.79592
H 3.37169 2.65863 -1.99586
H 3.82830 3.75596 -3.36261
H 1.45066 4.03938 -3.91330
H 1.00411 2.73491 -2.80326
Br 1.22732 1.46218 0.02128
C -0.12479 2.82019 0.54376
C -1.27772 1.87704 0.95155
Br -2.90280 2.76525 1.59933
H -0.42182 3.50892 -0.26724
H 0.33153 3.37629 1.33197
H -1.10921 1.29495 1.80411
H -1.54285 1.20512 0.16715
Br -4.08257 4.80483 -1.93275
C -3.22481 5.91730 -0.56436
C -1.76910 6.18060 -1.04497
Br -0.90218 6.96208 0.47739
H -3.17837 5.30213 0.30202
H -3.84762 6.78991 -0.34739
H -1.67643 6.83852 -1.87665
H -1.28639 5.25913 -1.33602
C -1.71047 3.14157 5.30286
C -1.56305 1.78774 4.59594
O -0.46600 1.35691 4.32620
N -2.66361 1.07540 4.50302
C -2.75084 -0.23138 3.84571
H -0.87000 3.19467 6.00869
H -2.59804 3.14387 5.94253
H -1.59841 3.97497 4.58253
H -3.51036 1.54900 4.72168
H -2.91365 -0.20201 2.77830
H -3.49119 -0.89115 4.27675
H -1.84964 -0.71282 4.06451
C -7.63751 2.12231 5.47939
C -6.30634 2.79489 4.89751
O -5.17655 2.33298 5.10219
N -6.56139 3.85157 4.13072
C -5.56230 4.56522 3.32737
H -7.41815 1.69989 6.45109
H -7.82528 1.37964 4.75618
H -8.45984 2.83761 5.57405
H -7.46491 4.23351 4.12227
H -4.52634 4.22366 3.50049
H -5.60850 5.62520 3.52721
H -5.84565 4.53895 2.27698
C 6.76856 -5.70506 -0.21414
C 6.38213 -5.50716 1.26531
O 6.53973 -6.33210 2.13814
N 5.88364 -4.25111 1.50733
C 5.38015 -3.93904 2.80775
H 7.81872 -5.76922 -0.15664
H 6.34323 -4.93300 -0.82024
H 6.50539 -6.70575 -0.57590
H 5.92731 -3.60656 0.74213
H 4.29792 -4.12216 2.79823
H 5.49334 -2.81927 2.83666
H 5.79605 -4.47923 3.61389
C -1.75213 2.58249 -4.46540
C -2.26141 2.13890 -3.09057
O -1.42366 2.12640 -2.18610
N -3.61840 1.79977 -2.98771
C -4.06512 1.37839 -1.64728
H -1.09633 3.43944 -4.42035
H -2.55166 2.67075 -5.27115
H -1.12877 1.72547 -4.80469
H -4.08788 1.66841 -3.87473
H -4.80052 0.57638 -1.71893
H -4.49585 2.17650 -1.11449
H -3.22678 0.91710 -1.09853
C 4.94944 -0.58138 -6.96307
C 3.84965 -1.25494 -6.15469
O 2.91001 -1.88954 -6.66475
N 3.91127 -1.19251 -4.78690
C 4.90970 -0.53631 -3.96112
H 4.47735 0.31697 -7.42338
H 5.19716 -1.26132 -7.78013
H 5.78532 -0.31195 -6.32813
H 3.18285 -1.68892 -4.28439
H 5.84546 -1.07012 -3.89722
H 4.55147 -0.32796 -2.93960
H 5.22702 0.39327 -4.35606
C 2.93594 2.01675 3.89929
C 3.40630 0.57745 3.72987
O 4.55704 0.22793 3.45009
N 2.38535 -0.34239 4.01050
C 2.60800 -1.73410 3.93574
H 2.52927 2.33449 2.89549
H 3.68183 2.76409 4.19489
H 1.99457 2.06275 4.54255
H 1.44363 -0.06199 4.29555
H 3.52795 -1.99677 4.31205
H 2.49297 -2.16754 2.97065
H 1.85539 -2.30187 4.57675
C -0.43063 -1.88714 -2.81957
C 0.62859 -2.24963 -3.84879
O 1.57201 -2.93187 -3.38722
N 0.49851 -1.93742 -5.17611
C -0.40063 -0.81119 -5.65194
H -0.12886 -1.14002 -2.04934
H -0.73370 -2.81757 -2.38981
H -1.32524 -1.45753 -3.28577
H 1.31376 -2.20680 -5.75842
H -1.41527 -1.16290 -5.82470
H 0.02319 -0.32929 -6.49618
H -0.39098 -0.08807 -4.83254
C -1.30065 -5.69297 -2.66298
C -0.51086 -5.51483 -1.37099
O -1.03219 -5.84613 -0.28592
N 0.75573 -5.10590 -1.48954
C 1.69405 -5.11271 -0.33045
H -0.88982 -6.39240 -3.36463
H -1.57175 -4.78841 -3.09875
H -2.21460 -6.19697 -2.35014
H 1.13494 -4.82546 -2.43117
H 2.53417 -4.60840 -0.73353
H 1.97977 -6.17536 -0.08268
H 1.30560 -4.69664 0.61316
C -3.36436 -3.84932 0.55667
C -2.62205 -2.60154 0.86017
O -3.03200 -1.48841 0.51026
N -1.53026 -2.66328 1.67725
C -0.58698 -1.53807 1.62346
H -4.06905 -3.72617 -0.25485
H -3.80283 -4.12964 1.55773
H -2.73106 -4.63814 0.27198
H -1.17489 -3.60937 1.79115
H -1.06669 -0.69285 2.13649
H -0.27432 -1.24137 0.65181
H 0.24468 -1.80445 2.31089
C 4.72162 -0.63771 0.24556
C 4.85825 0.82823 -0.07117
O 4.82002 1.30356 -1.19382
N 5.16879 1.54529 1.00886
C 5.31902 2.96032 0.88173
H 4.91055 -0.88447 1.28604
H 5.33671 -1.25181 -0.42133
H 3.63264 -0.85650 0.11928
H 5.18784 1.06788 1.91434
H 6.22567 3.20206 0.29439
H 5.37157 3.45962 1.83931
H 4.52709 3.43904 0.28770
```

Calculated values
multiplicity = 1
Kohn-Sham gap = 9.461 eV
HOMO energy = -0.3402 Ha
net charge = 0

no.,calculated total energy (Ha)
1,-9047.90956
2,-2381.91075
3,-23391.74434